Computed, not measured: one molecule with the formula C18H37BI2N5O6PS2 in a non-equilibrium geometry, with the ωB97M-V functional and the def2-TZVPD basis.

Its largest force on an atom is 0.10016 hartree/bohr. Its lowest unoccupied orbital energy is -1.795 eV. For the HOMO energy, the calculation gives -3.737 eV. As for the total energy: -3191.03381 Eh. The value obtained for the orbital gap is 1.9 eV. Its multiplicity is 1.

```
72
Properties=species:S:1:pos:R:3:lowdin_charge:R:1
C 2.93391 3.71012 0.08056 -0.089
N 2.58350 4.21142 1.42843 -0.147
C 3.24110 3.44850 2.50115 -0.088
B 1.10714 4.25663 1.62284 -0.501
O 0.53629 5.52816 1.73843 0.143
C 0.24355 2.88948 1.64489 -0.243
N -0.01718 2.45370 0.25820 0.035
C -0.58761 1.07152 0.32016 -0.252
C -0.39144 0.31705 -1.02506 -0.131
C 0.63076 -0.90181 -0.92982 -0.163
C 1.70455 -0.84688 -2.08865 -0.183
C 1.10908 -1.10826 -3.51126 -0.185
C 0.94156 -2.61164 -3.94189 -0.192
C 1.92189 -3.64550 -3.27624 -0.256
C 1.25367 -4.42809 -2.06846 -0.466
S 2.48511 -5.11475 -0.89087 0.971
C 2.36905 -4.26006 0.67681 -0.638
N 2.58054 -5.00719 1.75636 -0.042
N 2.48243 -4.14818 2.81644 -0.322
C 2.20727 -2.94416 2.34094 -0.163
O 2.12775 -2.95814 0.95798 -0.009
C -2.04008 1.16231 0.91678 -0.200
C -3.25045 0.96153 -0.07209 -0.123
C -3.92767 -0.43549 0.23247 -0.184
C -3.21992 -1.65979 -0.44155 -0.188
S -3.47924 -1.78555 -2.25301 0.645
O -2.17961 -2.04955 -2.85774 -0.316
O -4.38490 -2.85210 -2.59479 -0.261
O -4.01367 -0.37296 -2.88773 -0.165
N -2.31451 2.46265 1.66876 0.060
C -1.13528 3.00761 2.41250 -0.423
P -0.98148 2.33939 4.18610 0.562
O -2.60415 2.42635 4.73714 -0.403
I -0.16048 -0.00370 4.16806 0.441
H 2.94403 2.59590 0.02377 0.087
H 2.20290 4.16643 -0.63380 0.090
H 3.92434 4.14120 -0.19787 0.095
H 2.74921 3.53056 3.49386 0.096
H 4.32378 3.70214 2.61648 0.099
H 3.23381 2.35830 2.20417 0.090
H 0.81701 6.10663 1.01330 0.117
H 0.86205 2.15683 2.22556 0.084
H -0.67239 3.07408 -0.21973 0.128
H 0.04305 0.55514 1.08459 0.096
H 0.08240 1.03351 -1.74486 0.122
H -1.29312 -0.08349 -1.52500 0.060
H 1.21165 -0.80276 0.01011 0.096
H 0.01795 -1.82708 -0.96361 0.087
H 2.59605 -1.45158 -1.82770 0.104
H 2.05257 0.22129 -2.08626 0.107
H 0.07779 -0.66484 -3.50041 0.088
H 1.67006 -0.49204 -4.25501 0.110
H 1.15984 -2.64991 -5.04008 0.107
H -0.09142 -3.00932 -3.83289 0.091
H 2.92123 -3.24066 -3.01398 0.092
H 2.11501 -4.43241 -4.04920 0.105
H 0.45070 -3.82579 -1.58995 0.067
H 0.73199 -5.30790 -2.51900 0.079
H 2.07821 -2.05664 2.97890 0.084
H -2.13473 0.36442 1.69534 0.110
H -2.97861 1.09289 -1.13524 0.101
H -4.04379 1.71619 0.17338 0.124
H -3.98015 -0.65633 1.32215 0.123
H -4.96840 -0.40385 -0.16270 0.122
H -2.11962 -1.66895 -0.25327 0.097
H -3.60875 -2.60851 -0.01480 0.122
H -3.24289 0.04034 -3.32437 0.097
H -3.09469 2.24814 2.30514 0.160
H -2.65069 3.14011 0.97684 0.170
H -1.33562 4.10271 2.55811 0.119
H -2.86423 1.53120 5.01399 0.027
I 3.04200 -5.80859 4.56824 -0.278
```